No. 1
C18H22N3O2PtS | ωB97M-V with the def2-TZVPD basis set

Last column: Löwdin charge in e.
Geometry (Å):
Pt1 0.913 0.575 -0.068  1.24
C1 -1.878 -1.071 -3.074  0.00
C2 -0.877 -0.817 -1.995  -0.25
N1 -0.771 0.319 -1.393  -0.10
N2 -1.492 1.394 -1.664  0.08
C3 -0.952 2.486 -1.141  -0.41
O1 0.189 2.477 -0.538  -0.18
C4 -1.666 3.759 -1.297  -0.16
C5 -2.789 3.847 -2.121  -0.02
C6 -3.423 5.065 -2.285  -0.07
C7 -2.946 6.191 -1.626  -0.07
C8 -1.835 6.104 -0.799  -0.06
C9 -1.190 4.891 -0.636  -0.02
C10 0.144 -1.795 -1.630  -0.21
C11 0.027 -3.162 -1.861  0.01
C12 1.107 -3.988 -1.616  -0.02
C13 2.298 -3.431 -1.164  -0.03
C14 2.339 -2.075 -0.911  -0.14
N3 1.283 -1.280 -1.108  -0.05
H1 -2.400 -0.143 -3.293  0.08
H2 -2.610 -1.819 -2.764  0.09
H3 -1.386 -1.429 -3.979  0.10
H4 -3.144 2.959 -2.623  0.11
H5 -4.291 5.141 -2.925  0.11
H6 -3.440 7.145 -1.762  0.11
H7 -1.472 6.982 -0.282  0.11
H8 -0.318 4.799 -0.004  0.12
H9 -0.913 -3.556 -2.224  0.12
H10 1.033 -5.053 -1.793  0.12
H11 3.178 -4.039 -1.013  0.12
H12 3.243 -1.590 -0.566  0.12
C15 4.082 -2.040 2.815  -0.13
C16 2.728 -1.956 3.504  -0.37
S1 1.458 -1.583 2.261  0.95
O2 1.918 -0.239 1.697  -0.67
C17 0.045 -1.214 3.364  -0.36
C18 -0.970 -2.345 3.262  -0.13
H13 4.851 -2.320 3.533  0.09
H14 4.349 -1.075 2.387  0.08
H15 4.069 -2.786 2.019  0.07
H16 2.700 -1.174 4.261  0.10
H17 2.436 -2.913 3.941  0.10
H18 -0.358 -0.263 3.015  0.09
H19 0.418 -1.087 4.378  0.09
H20 -1.340 -2.444 2.242  0.07
H21 -1.820 -2.151 3.915  0.09
H22 -0.527 -3.296 3.562  0.08

Cartesian forces, eV/Å:
-0.5 0.5 0.0
0.0 0.0 0.1
-0.5 0.6 -0.1
1.1 -0.6 0.4
-0.7 0.7 -0.1
-0.1 -0.7 -0.2
0.4 -0.2 0.2
0.1 0.2 0.0
0.1 0.0 0.1
0.0 0.0 0.0
0.0 0.0 0.0
0.0 0.0 0.0
0.0 -0.1 0.0
0.5 -0.2 0.2
-0.1 0.2 -0.1
0.1 0.0 0.0
-0.1 -0.1 -0.1
0.1 0.1 -0.1
0.0 -0.3 0.0
0.0 0.0 0.0
0.0 0.0 0.0
0.0 0.0 0.0
0.0 0.0 0.0
0.0 0.0 0.0
0.0 0.0 0.0
0.0 0.0 0.0
0.0 0.1 0.0
0.0 0.0 -0.1
0.0 0.0 0.0
0.0 0.0 0.0
-0.1 0.0 0.1
-0.1 0.0 0.0
0.0 0.0 -0.4
-0.2 -0.1 0.8
0.1 0.3 -0.5
0.1 -0.3 -0.1
0.0 0.0 0.0
0.0 0.0 0.0
0.0 0.0 0.0
0.0 0.0 0.0
-0.1 0.0 0.0
-0.1 0.0 0.1
0.1 0.0 -0.1
0.0 0.1 0.0
0.0 0.0 0.0
0.0 0.0 0.0
-0.1 0.0 0.0

Results
strongest force on any atom: 1.32 eV/A
energy relative to the best compared isomer or geometry (same formula, charge and spin): 0.0 kJ/mol
E_LUMO (alpha / beta): -3.51 / -4.44 eV
net charge: +1
2S+1: 3
gap between HOMO and LUMO (alpha / beta): 7.53 / 6.59 eV
expectation value of S²: 2.009
electronic energy: -41662.0267 eV


No. 2
C18H22N4O | ωB97M-V with the def2-TZVPD basis set

Last column: Löwdin charge in e.
Geometry (Å):
C1 -5.473 -2.245 0.687  -0.06
C2 -4.382 -1.329 0.224  -0.29
C3 -3.893 -0.323 1.048  -0.04
C4 -2.904 0.540 0.616  -0.03
C5 -2.362 0.410 -0.662  -0.25
N1 -1.383 1.297 -1.128  -0.04
C6 -1.529 1.811 -2.478  -0.02
C7 -0.474 1.946 -0.312  -0.49
O1 -0.073 3.070 -0.558  0.06
N2 -0.044 1.248 0.789  -0.04
C8 0.048 -0.202 0.822  -0.11
C9 1.374 -0.637 1.464  -0.13
N3 2.467 0.180 1.005  -0.07
C10 3.483 -0.356 0.276  -0.29
C11 4.577 0.415 -0.161  -0.02
C12 5.573 -0.205 -0.881  -0.08
C13 5.483 -1.566 -1.154  -0.09
C14 4.376 -2.239 -0.672  -0.16
N4 3.407 -1.666 0.018  0.10
C15 2.333 1.607 1.211  -0.13
C16 0.902 1.926 1.650  -0.12
C17 -2.858 -0.589 -1.497  -0.02
C18 -3.851 -1.442 -1.055  -0.04
H1 -5.366 -3.231 0.240  0.08
H2 -6.445 -1.847 0.394  0.08
H3 -5.463 -2.345 1.770  0.07
H4 -4.301 -0.203 2.041  0.11
H5 -2.555 1.330 1.263  0.12
H6 -1.039 1.153 -3.201  0.09
H7 -2.584 1.907 -2.735  0.10
H8 -1.057 2.792 -2.515  0.09
H9 -0.787 -0.630 1.391  0.12
H10 -0.005 -0.586 -0.200  0.13
H11 1.598 -1.667 1.186  0.11
H12 1.303 -0.573 2.556  0.12
H13 4.644 1.465 0.069  0.09
H14 6.423 0.366 -1.228  0.10
H15 6.247 -2.079 -1.714  0.09
H16 4.247 -3.301 -0.842  0.10
H17 2.524 2.137 0.271  0.12
H18 3.046 1.964 1.967  0.13
H19 0.722 1.615 2.682  0.12
H20 0.728 2.999 1.564  0.13
H21 -2.460 -0.705 -2.493  0.11
H22 -4.219 -2.212 -1.717  0.11

Cartesian forces, eV/Å:
-0.1 0.1 0.0
0.0 -0.1 0.0
0.0 -0.1 -0.1
-0.1 0.1 -0.2
-0.4 -0.3 0.2
0.1 0.1 -0.2
0.2 0.2 -0.2
0.0 -0.1 0.2
0.2 0.3 -0.1
0.1 0.1 0.0
0.0 -0.5 0.1
-0.3 -0.1 0.0
-0.3 0.1 0.0
0.3 -0.2 -0.1
0.0 0.1 0.0
-0.1 -0.2 0.0
0.1 0.0 0.0
0.2 0.0 -0.1
-0.2 0.1 0.1
0.1 0.2 0.1
0.1 0.3 0.0
0.2 0.1 0.1
-0.1 0.0 0.1
0.0 -0.1 0.0
-0.1 -0.1 0.0
0.0 -0.1 0.1
0.0 0.0 0.1
0.0 0.0 0.1
-0.1 0.0 0.0
0.0 0.0 0.0
-0.1 -0.1 -0.1
0.1 -0.1 -0.1
0.0 0.0 0.1
-0.2 0.1 0.2
0.0 -0.1 -0.1
0.0 0.1 0.0
0.0 0.0 0.0
0.0 -0.1 0.0
0.1 -0.1 -0.1
0.0 0.0 0.1
0.0 0.1 -0.1
0.0 0.1 0.0
0.1 -0.2 0.1
0.1 0.0 -0.1
0.0 -0.1 -0.1

Results
strongest force on any atom: 0.53 eV/A
SMILES: Cc1ccc(N(C)C(=O)N2CCN(c3ccccn3)CC2)cc1
energy relative to the best compared isomer or geometry (same formula, charge and spin): 52.4 kJ/mol
E_LUMO: 0.74 eV
2S+1: 1
gap between HOMO and LUMO: 8.55 eV
electronic energy: -27031.7010 eV


No. 3
C18H22N4O2 | ωB97M-V with the def2-TZVPD basis set

Last column: Löwdin charge in e.
Geometry (Å):
C1 -5.785 -0.694 1.825  -0.10
C2 -6.749 -0.542 0.654  -0.22
C3 -6.065 -0.587 -0.716  -0.20
O1 -5.311 0.581 -0.977  -0.04
C4 -3.988 0.666 -0.692  -0.27
C5 -3.166 -0.372 -0.258  -0.02
C6 -1.823 -0.145 -0.031  -0.01
C7 -1.266 1.116 -0.229  -0.16
C8 0.132 1.362 0.009  -0.27
N1 0.761 2.480 -0.136  0.19
C9 2.069 2.234 0.204  -0.22
C10 3.054 3.222 0.149  -0.20
N2 3.869 4.031 0.093  0.15
C11 2.175 0.892 0.560  -0.21
N3 3.187 0.146 1.065  -0.05
C12 4.558 0.584 0.906  -0.12
C13 5.133 0.056 -0.409  -0.17
N4 5.044 -1.393 -0.426  -0.23
C14 5.690 -1.964 -1.587  -0.10
C15 3.661 -1.817 -0.308  -0.18
C16 3.083 -1.299 1.011  -0.12
O2 0.951 0.340 0.435  0.13
C17 -2.089 2.158 -0.668  -0.01
C18 -3.425 1.933 -0.895  0.01
H1 -6.330 -0.639 2.764  0.07
H2 -5.275 -1.654 1.784  0.07
H3 -5.039 0.097 1.817  0.07
H4 -7.491 -1.343 0.684  0.11
H5 -7.275 0.411 0.738  0.11
H6 -6.832 -0.598 -1.497  0.13
H7 -5.459 -1.492 -0.820  0.12
H8 -3.557 -1.362 -0.088  0.10
H9 -1.196 -0.957 0.307  0.12
H10 4.609 1.671 0.940  0.10
H11 5.129 0.170 1.741  0.13
H12 6.183 0.343 -0.488  0.13
H13 4.584 0.513 -1.254  0.13
H14 6.734 -1.658 -1.597  0.08
H15 5.645 -3.050 -1.521  0.08
H16 5.222 -1.649 -2.533  0.09
H17 3.629 -2.909 -0.317  0.12
H18 3.045 -1.444 -1.148  0.13
H19 2.039 -1.593 1.118  0.12
H20 3.662 -1.702 1.845  0.13
H21 -1.654 3.132 -0.819  0.12
H22 -4.073 2.725 -1.235  0.12

Cartesian forces, eV/Å:
-0.2 0.1 -0.1
0.4 0.0 -0.2
-0.5 -0.3 0.2
0.2 0.2 0.0
0.3 0.2 0.0
-0.5 -0.1 -0.1
0.2 0.4 0.0
-0.5 -0.5 0.0
0.7 1.1 -0.1
-1.0 -0.3 -0.1
-0.2 -1.6 0.2
0.4 0.4 -0.1
0.2 0.2 0.0
0.4 1.1 0.0
-0.5 -0.2 0.1
0.3 0.3 -0.3
0.0 0.1 0.3
-0.1 0.0 0.0
0.0 0.0 0.0
0.0 0.0 0.3
-0.2 -0.4 -0.3
0.1 -0.1 0.0
0.1 -0.2 0.1
-0.2 -0.2 0.0
0.0 0.0 0.1
0.1 -0.1 0.0
0.1 0.0 0.1
-0.1 0.0 0.0
-0.1 0.0 -0.1
0.2 -0.1 0.1
0.0 0.1 -0.1
-0.1 0.0 0.0
0.0 -0.1 0.0
0.1 -0.1 0.1
0.0 0.1 0.0
0.0 0.0 0.0
0.0 0.0 0.0
0.1 0.0 -0.1
0.0 -0.1 -0.1
0.0 0.0 0.0
0.0 0.0 0.0
0.0 0.0 0.0
0.1 0.0 0.1
-0.1 0.0 0.0
0.0 0.1 0.0
-0.1 0.1 0.0

Results
strongest force on any atom: 1.60 eV/A
SMILES: CCCOc1ccc(-c2nc(C#N)c(N3CCN(C)CC3)o2)cc1
energy relative to the best compared isomer or geometry (same formula, charge and spin): 264.9 kJ/mol
E_LUMO: 0.66 eV
2S+1: 1
gap between HOMO and LUMO: 8.12 eV
electronic energy: -29077.6777 eV


No. 4
C18H22N4O3 | ωB97M-V with the def2-TZVPD basis set

Last column: Löwdin charge in e.
Geometry (Å):
C1 -1.196 -1.016 -5.063  -0.10
C2 -1.238 -0.392 -3.676  -0.23
C3 -0.062 0.569 -3.473  -0.14
N1 -0.098 1.177 -2.167  0.02
C4 -0.899 2.226 -1.793  -0.15
C5 -1.772 2.995 -2.556  -0.01
C6 -2.453 4.012 -1.923  -0.08
C7 -2.282 4.272 -0.561  -0.09
C8 -1.420 3.519 0.205  -0.02
C9 -0.718 2.486 -0.411  -0.10
C10 0.233 1.525 0.045  -0.07
C11 0.851 1.229 1.276  -0.05
N2 1.709 0.266 1.379  0.07
N3 2.025 -0.480 0.315  -0.04
C12 2.972 -1.546 0.576  -0.02
C13 2.393 -2.640 1.489  -0.47
O1 2.444 -3.817 1.208  0.07
N4 1.899 -2.150 2.642  0.07
C14 1.118 -2.953 3.551  -0.15
C15 -0.367 -2.566 3.467  -0.21
O2 -0.597 -1.192 3.681  -0.20
C16 -0.480 -0.777 5.021  -0.11
C17 1.539 -0.327 -0.978  -0.34
O3 1.929 -1.037 -1.893  0.05
C18 0.576 0.745 -1.066  -0.05
H1 -0.270 -1.569 -5.198  0.08
H2 -1.256 -0.250 -5.832  0.07
H3 -2.029 -1.702 -5.195  0.07
H4 -1.181 -1.176 -2.919  0.12
H5 -2.179 0.146 -3.534  0.11
H6 -0.086 1.360 -4.228  0.13
H7 0.875 0.016 -3.559  0.12
H8 -1.914 2.806 -3.609  0.11
H9 -3.137 4.625 -2.491  0.10
H10 -2.837 5.079 -0.107  0.10
H11 -1.286 3.720 1.257  0.11
H12 0.646 1.778 2.181  0.12
H13 3.236 -1.994 -0.384  0.13
H14 3.863 -1.130 1.056  0.14
H15 1.769 -1.142 2.695  0.10
H16 1.494 -2.814 4.569  0.11
H17 1.241 -3.999 3.263  0.12
H18 -0.946 -3.171 4.179  0.12
H19 -0.731 -2.759 2.455  0.13
H20 0.552 -0.833 5.383  0.08
H21 -1.120 -1.378 5.678  0.09
H22 -0.810 0.260 5.048  0.09

Cartesian forces, eV/Å:
-0.1 0.1 0.2
0.2 0.1 -0.2
-0.2 -0.4 -0.5
0.3 0.0 0.2
-0.1 0.3 0.5
-0.1 0.0 -0.2
0.0 -0.1 -0.1
0.0 0.1 0.2
-0.1 0.0 -0.1
0.0 -0.1 -0.3
0.2 -0.6 -0.8
0.2 -0.3 -0.1
0.0 0.6 0.7
-0.2 0.2 -0.4
0.3 -0.5 -0.1
0.2 0.5 -0.1
0.0 -0.4 -0.2
-0.3 0.2 0.4
-0.4 0.0 0.0
0.3 -0.3 -0.1
0.0 0.1 -0.1
0.0 0.0 0.0
0.1 0.0 0.0
-0.1 -0.1 -0.2
-0.2 0.5 0.8
0.1 -0.1 -0.1
0.0 0.0 -0.1
0.0 -0.1 -0.1
0.0 0.0 0.1
0.0 0.0 0.1
0.0 0.0 0.1
-0.1 0.2 0.0
0.0 0.0 -0.1
0.0 0.0 -0.1
0.0 0.1 0.0
0.0 0.1 0.1
0.0 0.0 0.1
0.0 0.1 0.3
-0.1 0.0 -0.1
0.1 -0.2 0.0
0.0 -0.1 0.0
0.0 0.1 0.1
0.0 0.0 0.0
0.0 -0.1 0.1
0.0 0.0 0.0
0.0 0.0 0.0
0.0 0.0 0.1

Results
strongest force on any atom: 1.01 eV/A
SMILES: CCCn1c2ccccc2c2cnn(CC(=O)NCCOC)c(=O)c21
energy relative to the best compared isomer or geometry (same formula, charge and spin): 157.9 kJ/mol
E_LUMO: 0.25 eV
2S+1: 1
gap between HOMO and LUMO: 8.43 eV
electronic energy: -31126.4273 eV


No. 5
C18H22O3 | ωB97M-V with the def2-TZVPD basis set

Last column: Löwdin charge in e.
Geometry (Å):
C1 -0.078 3.501 3.860  -0.08
C2 -0.136 2.794 2.482  -0.32
C3 1.138 3.121 1.609  -0.06
C4 1.217 2.158 0.453  -0.18
C5 1.910 2.491 -0.709  -0.04
C6 2.065 1.737 -1.822  -0.07
C7 1.596 0.451 -1.832  -0.14
C8 1.728 -0.395 -3.086  -0.22
O1 0.536 -0.403 -3.870  -0.04
C9 0.838 0.001 -0.631  -0.06
C10 0.371 -1.371 -0.451  -0.04
C11 -0.533 -2.053 -1.303  -0.03
C12 -0.981 -3.494 -1.190  -0.03
C13 -1.699 -4.115 -2.129  -0.03
C14 -1.948 -5.535 -2.134  -0.51
O2 -1.502 -6.208 -1.252  0.10
O3 -2.657 -6.108 -3.203  0.07
C15 0.668 0.957 0.473  -0.08
C16 -0.194 0.405 1.692  -0.24
C17 -1.710 0.328 1.218  -0.06
C18 -0.223 1.357 2.916  -0.19
H1 -0.820 3.027 4.556  0.09
H2 -0.173 4.595 3.840  0.08
H3 0.906 3.438 4.235  0.06
H4 -1.011 3.163 1.961  0.14
H5 2.032 3.059 2.077  0.10
H6 1.056 4.082 1.296  0.09
H7 2.396 3.437 -0.789  0.11
H8 2.618 2.147 -2.686  0.13
H9 1.930 -1.465 -2.739  0.13
H10 2.624 -0.111 -3.656  0.11
H11 0.243 0.478 -3.733  0.07
H12 0.805 -1.936 0.325  0.10
H13 -0.983 -1.587 -2.106  0.07
H14 -0.564 -4.113 -0.331  0.14
H15 -1.881 -3.610 -3.007  0.09
H16 -2.767 -7.033 -2.918  0.12
H17 0.266 -0.511 2.186  0.15
H18 -2.030 -0.448 0.498  0.06
H19 -2.099 1.292 0.736  0.10
H20 -2.421 0.194 2.056  0.07
H21 -1.128 1.192 3.513  0.11
H22 0.595 1.093 3.598  0.13

Cartesian forces, eV/Å:
-1.1 0.9 -0.5
1.6 1.2 1.8
-3.7 -3.1 -0.3
1.2 2.4 -0.9
0.4 1.6 0.4
0.6 -0.1 -0.7
-2.4 -1.9 1.6
0.7 -2.2 1.4
1.0 -0.7 0.2
1.5 2.6 -1.0
-2.9 -2.1 -3.5
2.2 -0.7 3.3
1.9 0.3 1.6
0.6 0.5 0.2
-0.3 -1.1 -0.3
-0.1 -1.3 0.5
0.7 1.0 1.5
-1.8 -5.8 0.4
-0.7 0.5 0.0
-0.9 0.3 -0.4
0.3 -0.8 -1.4
0.8 0.8 -0.5
-0.7 -0.1 -0.2
1.2 -0.8 0.8
-0.3 -0.3 -0.3
2.7 -0.3 2.2
-0.3 3.0 -1.3
0.1 0.9 0.4
-0.3 -0.3 0.5
-0.4 1.2 -0.6
-0.4 0.3 -0.1
-1.0 1.3 -0.3
0.3 -0.6 1.1
-0.7 1.4 -1.6
-0.8 0.9 -1.0
-0.9 1.3 -1.8
0.1 0.3 -0.2
-0.9 0.4 -1.5
0.8 0.2 0.3
1.1 -1.0 0.6
0.6 -0.1 0.0
0.1 0.0 -0.3
0.2 0.4 -0.2

Results
strongest force on any atom: 6.09 eV/A
SMILES: C[C@H]1Cc2ccc(CO)c(/C=C/C=C/C(=O)O)c2[C@H](C)C1
energy relative to the best compared isomer or geometry (same formula, charge and spin): 184.2 kJ/mol
E_LUMO: -0.25 eV
2S+1: 1
gap between HOMO and LUMO: 8.24 eV
electronic energy: -25163.0651 eV